[1]
21
Properties=species:S:1:pos:R:3:lowdin_spin:R:1 method="wB97M-V/def2-TZVPD" s2=0.75 multiplicity=2 gap_ha="0.2616 / 0.2763" e_tot_ev=-23051.52710 total_charge=0 de_lowest_kcal_mol=32.34
O 4.669 1.897 -0.713 0.001
C 3.569 1.588 -1.235 0.001
O 3.112 2.151 -2.261 0.001
O 2.896 0.586 -0.650 0.009
C 1.648 0.188 -1.217 0.102
C 1.074 -0.927 -0.416 0.668
H 1.796 -0.108 -2.267 0.014
H 0.966 1.059 -1.229 0.027
H 0.724 -1.792 -0.985 0.036
H 1.624 -1.242 0.475 0.032
Na 5.217 3.767 -2.328 0.000
O -2.278 -1.800 1.881 0.009
C -3.614 -1.822 1.840 0.001
C -1.784 -0.580 1.354 0.067
O -4.292 -2.665 2.357 0.001
O -4.086 -0.751 1.207 0.001
C -3.011 0.064 0.725 0.005
H -0.704 -0.741 0.610 0.023
H -1.339 0.005 2.167 0.001
H -3.177 1.096 1.057 0.001
H -3.008 0.028 -0.371 0.001

[2]
15
Properties=species:S:1:pos:R:3:nbo_charge:R:1 method="wB97M-V/def2-TZVPD" gap_ha=0.3661 e_tot_ev=-6802.16550 total_charge=+1 de_lowest_kcal_mol=49.47
C 2.005 1.083 -0.673 -0.621
C 0.641 1.305 0.063 -0.254
C 0.097 -0.792 1.217 0.143
N -0.045 0.043 0.230 -0.422
H 2.675 0.356 -0.230 0.223
H 1.846 0.905 -1.726 0.229
H 2.555 2.016 -0.538 0.247
H 0.809 1.708 1.058 0.238
H 0.134 1.875 -0.707 0.261
H -0.754 -1.266 1.691 0.261
H 1.078 -0.640 1.684 0.202
H -0.416 -0.512 -0.562 0.479
H -2.586 -2.066 -1.199 0.500
H -3.043 -0.844 -0.376 0.496
O -2.299 -1.433 -0.555 -0.981

[3]
8
Properties=species:S:1:pos:R:3:lowdin_spin:R:1 method="wB97M-V/def2-TZVPD" s2=2.01 multiplicity=3 gap_ha="0.2647 / 0.2632" e_tot_ev=-81657.03650 total_charge=0
C -0.371 1.332 -0.365 0.688
C -2.418 0.692 0.299 0.018
O -1.292 0.306 -0.243 0.175
O 0.724 1.038 -0.706 0.984
F -2.289 0.684 1.624 0.010
F -2.850 1.958 0.055 0.015
Br -3.880 -0.559 -0.256 0.021
H -0.796 2.334 -0.099 0.090

[4]
41
Properties=species:S:1:pos:R:3:nbo_charge:R:1 method="wB97M-V/def2-TZVPD" gap_ha=0.2330 e_tot_ev=-232299.98134 total_charge=0 de_lowest_kcal_mol=2.03
Tl 1.015 0.739 0.950 0.725
C 4.051 -0.257 3.804 -0.637
C 2.552 -0.403 3.733 -0.004
C 1.982 -1.543 3.158 -0.236
C 0.603 -1.706 3.114 -0.224
C -0.234 -0.733 3.651 -0.184
C 0.320 0.403 4.229 -0.234
C 1.703 0.566 4.261 -0.232
H 4.526 -0.588 2.881 0.229
H 4.455 -0.877 4.607 0.230
H 4.341 0.776 3.998 0.216
H 2.635 -2.320 2.770 0.231
H 0.177 -2.604 2.682 0.223
H -1.307 -0.879 3.643 0.215
H -0.323 1.147 4.681 0.222
H 2.131 1.450 4.724 0.220
Se 0.694 3.229 -0.882 -0.535
Se 2.746 2.623 -1.671 -0.144
Te 2.425 0.589 -3.131 1.054
Se 0.210 0.565 -3.904 -0.539
N -1.298 0.043 -0.048 -0.528
C -1.915 0.275 -1.001 0.557
N -2.627 0.538 -2.084 -0.481
C -2.917 -0.496 -3.089 -0.229
C -4.300 -0.227 -3.641 -0.078
O -4.403 1.095 -4.149 -0.519
C -4.148 2.072 -3.147 -0.080
C -2.752 1.918 -2.590 -0.234
H -2.864 -1.479 -2.628 0.225
H -2.178 -0.438 -3.890 0.209
H -5.046 -0.386 -2.855 0.169
H -4.508 -0.899 -4.471 0.204
H -4.882 1.977 -2.339 0.168
H -4.260 3.045 -3.618 0.206
H -2.555 2.622 -1.786 0.232
H -2.014 2.075 -3.378 0.221
N 5.003 -3.542 0.920 -0.385
C 4.328 -3.131 0.074 0.428
N 3.545 -2.733 -0.914 -0.597
C 2.880 -1.727 -1.182 0.691
N 2.209 -0.781 -1.478 -0.776

[5]
8
Properties=species:S:1:pos:R:3:nbo_charge:R:1 method="wB97M-V/def2-TZVPD" gap_ha="0.2824 / 0.2822" e_tot_ev=-14450.06436 total_charge=+1 de_lowest_kcal_mol=121.58
C -0.176 -0.816 0.253 0.094
C 1.158 0.215 -0.015 -0.328
N -1.441 -0.120 -0.160 -0.782
S 2.739 0.183 -0.176 0.481
H -1.137 0.710 -0.759 0.466
H -2.017 0.017 0.612 0.449
H -1.900 -0.751 -0.830 0.455
H 2.775 0.561 1.074 0.165

[6]
56
Properties=species:S:1:pos:R:3:nbo_charge:R:1 method="wB97M-V/def2-TZVPD" gap_ha=0.3173 e_tot_ev=-113696.09397 total_charge=0 de_lowest_kcal_mol=0.00
C -2.664 -1.595 2.474 -0.261
H -1.871 -0.903 2.771 0.198
O -2.448 -2.064 1.162 -0.518
C -1.282 -2.700 0.887 0.394
C -0.305 -2.994 1.832 -0.291
C 0.880 -3.595 1.450 -0.214
C 1.076 -3.921 0.124 -0.104
C 0.102 -3.675 -0.825 -0.206
C -1.084 -3.069 -0.453 -0.088
C -2.098 -2.688 -1.493 -0.242
N -1.891 -1.292 -1.843 -0.641
C -2.913 -0.459 -2.084 0.684
O -4.073 -0.824 -2.135 -0.644
C -2.577 1.026 -2.300 -0.314
C -2.959 1.765 -1.010 -0.405
C -2.001 1.419 0.124 -0.230
N -0.606 1.569 -0.282 -0.703
S 0.452 0.394 0.191 2.473
O 0.689 -0.567 -0.852 -0.967
O 0.014 -0.100 1.462 -0.957
N 1.838 1.302 0.333 -0.678
C 3.054 0.505 0.343 -0.235
C 4.264 1.425 0.224 -0.402
C 4.263 2.433 1.370 -0.398
C 2.944 3.201 1.372 -0.404
C 1.774 2.226 1.450 -0.233
H 1.797 1.673 2.400 0.189
H 0.817 2.744 1.375 0.224
H 2.859 3.781 0.452 0.203
H 2.899 3.886 2.220 0.216
H 4.377 1.904 2.319 0.198
H 5.100 3.124 1.265 0.213
H 4.214 1.956 -0.728 0.204
H 5.174 0.825 0.239 0.219
H 3.116 -0.083 1.270 0.182
H 2.989 -0.183 -0.500 0.239
C -0.370 2.099 -1.606 -0.232
C -1.135 1.366 -2.717 -0.417
H -0.591 0.465 -2.999 0.221
H -1.152 2.017 -3.594 0.221
H 0.706 2.026 -1.770 0.236
H -0.645 3.159 -1.592 0.198
H -2.158 0.387 0.445 0.228
H -2.179 2.073 0.987 0.199
H -3.969 1.475 -0.719 0.246
H -2.952 2.842 -1.188 0.203
H -3.271 1.352 -3.082 0.240
H -0.952 -0.955 -1.672 0.430
H -3.120 -2.791 -1.120 0.245
H -1.979 -3.311 -2.387 0.198
H 0.270 -3.936 -1.859 0.225
Br 2.723 -4.699 -0.412 0.034
H 1.646 -3.797 2.183 0.225
H -0.439 -2.724 2.866 0.224
H -2.728 -2.423 3.188 0.177
H -3.620 -1.074 2.443 0.200

[7]
21
Properties=species:S:1:pos:R:3:nbo_charge:R:1 method="wB97M-V/def2-TZVPD" gap_ha=0.2520 e_tot_ev=-11442.58468 total_charge=0 de_lowest_kcal_mol=48.11
C 1.142 0.240 -0.871 -0.218
C 1.096 0.497 -2.336 -0.649
C -1.239 -0.735 1.848 -0.650
C 1.332 -0.337 1.989 -0.645
C -1.132 -0.212 -0.856 0.826
C 0.062 -0.374 1.207 0.092
N -1.664 0.990 -1.194 -0.821
N 0.090 -0.043 -0.083 -0.309
O -1.619 -1.279 -1.111 -0.571
H 2.112 0.195 -0.406 0.195
H -1.214 1.850 -0.926 0.411
H -2.542 1.000 -1.683 0.412
H 0.996 1.569 -2.582 0.193
H 0.289 -0.049 -2.831 0.210
H 2.025 0.164 -2.799 0.226
H 1.727 0.683 2.069 0.210
H -1.965 0.086 1.796 0.205
H -1.695 -1.605 1.368 0.230
H -1.078 -0.973 2.895 0.222
H 1.171 -0.721 2.993 0.222
H 2.106 -0.946 1.513 0.211

[8]
16
Properties=species:S:1:pos:R:3:nbo_charge:R:1 method="wB97M-V/def2-TZVPD" gap_ha=0.4062 e_tot_ev=-8403.38852 total_charge=0 de_lowest_kcal_mol=49.78
C 2.721 0.959 -1.064 -0.246
O 1.944 0.063 -0.311 -0.730
C -0.626 -0.908 0.337 -0.461
C -1.907 -0.579 1.027 0.079
C -1.210 0.484 0.235 -0.463
O -3.107 -1.076 0.517 -0.700
H 3.586 0.401 -1.434 0.181
H 2.147 1.388 -1.900 0.160
H 3.106 1.786 -0.454 0.157
H 0.268 -1.045 0.936 0.232
H -0.667 -1.515 -0.563 0.229
H -1.876 -0.480 2.114 0.173
H -0.718 1.283 0.784 0.211
H -1.652 0.793 -0.710 0.232
H 1.087 0.479 -0.164 0.476
H -3.096 -2.033 0.650 0.471